#P
C19H29N3O3S as an isolated structure. Source: OMol25; level of theory: ωB97M-V/def2-TZVPD.

Summary:
**LUMO**: 0.02006 Ha
**Orbital gap**: 8.605 eV
**Molar mass**: 379.53 g/mol
**Spin multiplicity**: 1

```
55
Properties=species:S:1:pos:R:3:mulliken_charge:R:1
C 5.51492 -4.47142 2.39324 -1.825
H 6.44125 -4.29506 2.63487 0.547
H 5.39894 -5.24720 1.51713 0.269
C 4.85150 -3.24299 1.85304 0.963
C 5.72214 -2.63046 0.55555 -1.129
C 5.06970 -1.25665 0.35354 -0.717
C 3.69425 -1.46029 0.01435 -0.509
N 2.77369 -2.41732 0.94038 0.031
S 2.20661 -1.42183 2.18928 1.520
O 1.70400 -2.13298 3.19885 -0.729
O 3.04198 -0.36009 2.74754 -0.766
C 0.81881 -0.73875 1.39654 0.058
C -0.08315 -1.39874 0.62708 -0.267
C -1.30852 -0.84283 0.24332 -1.293
C -1.35378 0.44160 -0.04431 0.753
C -0.25591 1.43342 0.65938 -0.530
C 0.81348 0.92580 1.13698 -0.930
H 1.58760 1.47912 1.68184 0.371
H -0.59421 2.39479 0.46586 0.480
N -2.40610 1.20574 -0.48045 -0.127
C -3.44838 0.50074 -1.29834 0.250
O -3.60778 -0.56837 -1.20834 -0.350
C -4.49329 1.65582 -1.66145 -1.158
N -3.71934 3.01674 -1.79424 0.035
C -4.77173 3.84765 -1.84600 -0.926
C -5.64986 4.34340 -3.02132 -0.700
C -4.64970 4.51171 -4.41312 -0.847
C -4.00826 3.13295 -4.37411 -0.655
C -2.90191 3.06530 -3.12439 -1.531
H -2.40109 2.17960 -3.28923 0.266
H -2.40392 3.77657 -3.06861 1.315
H -3.21106 3.20606 -5.40303 0.283
H -4.54463 2.33733 -4.57883 0.473
H -5.32795 4.56438 -5.23362 0.360
H -4.06051 5.34004 -4.25911 0.425
H -6.31045 5.19226 -2.68963 0.364
H -6.31645 3.35337 -3.18374 0.218
H -5.14832 4.19893 -0.70457 0.457
H -3.97450 4.95762 -1.67293 0.337
H -4.89640 1.22676 -2.48435 0.351
H -5.19494 1.96513 -0.99730 0.809
H -2.32405 2.25123 -0.37279 0.289
H -1.90885 -1.48588 -0.21511 0.705
H 0.07094 -2.40977 0.89063 0.468
C 3.47204 -3.64986 1.48126 -1.879
H 2.75351 -3.81719 2.13910 0.872
H 3.45158 -4.11213 0.52679 0.443
H 2.97189 -0.50994 -0.35641 0.300
H 3.38857 -2.30783 -0.95891 0.296
H 5.02401 -0.65696 1.32397 0.258
H 5.42776 -0.88315 -0.48860 0.552
H 6.62354 -2.42530 1.09113 0.414
H 5.51265 -3.28467 -0.16905 0.547
H 4.84716 -2.42732 2.73707 0.286
H 4.95062 -4.83779 3.15305 0.507
```

#Q
An isolated molecule of C19H29N3O3S. Source: OMol25; level of theory: ωB97M-V/def2-TZVPD.

Summary:
**Structure (SMILES)**: CCCCN(C)CCn1c(=S)[nH]c2cc(OCC)c(OCC)cc2c1=O
**LUMO**: 0.02009 Ha
**Orbital gap**: 8.393 eV
**Molar mass**: 379.53 g/mol
**Spin multiplicity**: 1

```
55
Properties=species:S:1:pos:R:3:mulliken_charge:R:1
C 0.79762 5.35780 -2.97408 -1.343
C 1.73321 4.17720 -3.20118 -0.254
C 1.95398 3.37512 -1.92143 -0.465
C 2.93232 2.22342 -2.14892 -1.167
N 2.85523 1.22302 -1.09550 0.667
C 3.42374 1.69379 0.14948 -1.224
C 3.41486 -0.05418 -1.50225 -0.929
C 2.40238 -0.87181 -2.31840 -1.551
N 1.11902 -0.89945 -1.63833 0.097
C 0.08365 -0.15756 -2.12545 0.194
S 0.09199 0.63582 -3.57186 -0.364
N -1.05436 -0.10524 -1.38335 -0.091
C -1.23390 -0.77005 -0.19687 -0.442
C -2.42701 -0.67591 0.52046 -0.709
C -2.58169 -1.37135 1.70568 1.109
O -3.68595 -1.35357 2.47519 -0.408
C -4.79500 -0.56630 2.08369 -0.367
C -5.87240 -0.73607 3.14262 -1.467
C -1.51897 -2.18710 2.19623 0.819
O -1.78056 -2.80462 3.37413 -0.523
C -0.83049 -3.70227 3.91620 -0.424
C -0.82538 -5.05434 3.20946 -1.087
C -0.34798 -2.26737 1.47716 -0.346
C -0.19259 -1.56328 0.27767 -0.803
C 1.05919 -1.65288 -0.46613 0.885
O 2.00532 -2.33333 -0.12355 -0.698
H 0.65093 5.91258 -3.89782 0.387
H 1.20768 6.03549 -2.22760 0.328
H -0.17229 5.01012 -2.62536 0.320
H 2.69532 4.54031 -3.57069 0.314
H 1.30830 3.51966 -3.96207 0.245
H 2.32207 4.04161 -1.13899 0.435
H 1.00286 2.95496 -1.58901 0.154
H 3.95960 2.61655 -2.25479 0.383
H 2.66281 1.73857 -3.08817 0.325
H 3.29476 0.92958 0.91514 0.365
H 4.49597 1.93252 0.06510 0.402
H 2.89386 2.58859 0.46850 0.288
H 3.65509 -0.62550 -0.60404 0.633
H 4.33685 0.05425 -2.09636 0.295
H 2.76607 -1.89772 -2.40969 0.427
H 2.24500 -0.44704 -3.30928 0.628
H -1.80411 0.45233 -1.77114 0.307
H -3.21889 -0.05613 0.13130 0.400
H -5.16682 -0.90035 1.10510 0.378
H -4.49887 0.48904 2.00741 0.383
H -5.49610 -0.40997 4.10792 0.330
H -6.74611 -0.14659 2.88018 0.422
H -6.15481 -1.78216 3.21806 0.332
H 0.17066 -3.25481 3.91046 0.353
H -1.14737 -3.82849 4.95510 0.366
H -0.13384 -5.72498 3.71166 0.374
H -0.52325 -4.95157 2.17048 0.336
H -1.82188 -5.48775 3.23798 0.325
H 0.49029 -2.86262 1.79995 0.655
```

Stability summary: most stable #Q, least stable #P.

#P
A 2-piece molecular cluster, C9H14 overall. Source: OMol25; level of theory: ωB97M-V/def2-TZVPD.

Summary:
**LUMO (alpha / beta)**: -0.16409 / -0.30181 Ha
**Charge**: +1
**Orbital gap (alpha / beta)**: 9.643 / 5.895 eV
**Molar mass**: 122.21 g/mol
**Expectation value of S²**: 0.768
**Spin multiplicity**: 2

```
23
Properties=species:S:1:pos:R:3:mulliken_charge:R:1
C 1.10879 2.41803 1.34920 -1.319
C 1.85113 0.21678 -1.65761 -0.575
C 2.04189 1.03922 -0.59342 -0.396
C 0.52496 -0.14347 -2.00573 -0.245
C 0.94150 1.50683 0.19129 0.872
C -0.59305 0.43185 -1.31973 -0.434
C -0.39454 1.16916 -0.20311 -0.243
H 2.60797 -0.22673 -2.27697 0.427
H 3.03098 1.33047 -0.33409 0.432
H 0.26501 -0.83921 -2.79399 0.412
H -1.57998 0.23162 -1.71241 0.450
H 0.54408 2.01089 2.18097 0.378
H 0.69014 3.37252 1.01032 0.367
H -1.23154 1.63565 0.29662 0.462
H 2.13064 2.53516 1.70285 0.404
C -1.83515 -3.20204 2.03073 -0.839
C -2.58969 -2.36394 0.99672 -0.717
H -1.40013 -4.10506 1.58954 0.285
H -1.06679 -2.59570 2.49688 0.261
H -2.54689 -3.68020 2.70739 0.270
H -2.74887 -1.32439 1.25327 0.243
H -3.58937 -2.78382 0.83112 0.319
H -2.17140 -2.44004 -0.01159 0.188
```

#Q
A 2-piece molecular cluster, C9H14 overall. Source: OMol25; level of theory: ωB97M-V/def2-TZVPD.

Summary:
**LUMO (alpha / beta)**: -0.16462 / -0.30344 Ha
**Charge**: +1
**Orbital gap (alpha / beta)**: 10.420 / 6.646 eV
**Molar mass**: 122.21 g/mol
**Expectation value of S²**: 0.768
**Spin multiplicity**: 2

```
23
Properties=species:S:1:pos:R:3:mulliken_charge:R:1
C -1.32854 -2.61734 0.24982 -0.649
C -2.49565 -1.77872 0.76542 -0.892
H -1.59284 -3.67235 0.23861 0.378
H -1.02994 -2.37458 -0.77993 0.138
H -0.43685 -2.46797 0.84981 0.216
H -2.94874 -2.29740 1.60923 0.337
H -3.24426 -1.60968 -0.00475 0.288
H -2.23292 -0.75821 1.05553 0.245
C 1.47318 -0.75532 -1.25986 -1.316
C -0.20445 0.92058 -0.30340 -0.263
C 1.13345 0.55929 -0.64854 0.830
C -0.43855 2.07359 0.37963 -0.541
C 0.61283 2.97027 0.69468 -0.315
C 2.18789 1.49001 -0.33897 -0.337
C 1.94480 2.63985 0.34387 -0.430
H -1.00599 0.22279 -0.47702 0.514
H -1.40159 2.19320 0.85087 0.408
H 0.62284 -1.05013 -1.87697 0.357
H 1.67382 -1.52321 -0.51730 0.313
H 0.43002 3.94921 1.11532 0.414
H 3.20552 1.19198 -0.53637 0.419
H 2.79007 3.28918 0.55344 0.403
H 2.28588 -0.59505 -1.96312 0.483
```

#R
A 2-piece molecular cluster, C9H14 overall. Source: OMol25; level of theory: ωB97M-V/def2-TZVPD.

Summary:
**LUMO (alpha / beta)**: -0.16787 / -0.30753 Ha
**Charge**: +1
**Orbital gap (alpha / beta)**: 9.524 / 5.722 eV
**Molar mass**: 122.21 g/mol
**Expectation value of S²**: 0.769
**Spin multiplicity**: 2

```
23
Properties=species:S:1:pos:R:3:mulliken_charge:R:1
C -3.28714 -1.10975 -1.71580 -0.825
C -3.63485 -0.20452 -0.55198 -0.574
H -2.54923 -0.62541 -2.38287 0.249
H -2.78632 -2.01137 -1.36156 0.249
H -4.10907 -1.56869 -2.25286 0.324
H -4.23909 0.64016 -0.82015 0.314
H -2.76319 0.40456 -0.24887 0.010
H -4.01318 -0.75402 0.32985 0.289
C 2.92813 -1.55343 0.43410 -1.328
C 0.98179 -0.01638 -0.14355 -0.321
C 2.20877 -0.25034 0.55632 0.996
C 0.27578 1.17533 -0.02465 -0.333
C 2.68266 0.81232 1.34993 -0.510
C 0.66172 2.16163 0.88020 -0.546
C 1.95837 1.96304 1.48173 -0.271
H 0.50214 -0.88815 -0.60704 0.384
H -0.54460 1.12066 -0.73564 0.486
H 2.78010 -2.10851 -0.48757 0.396
H 2.78163 -2.16301 1.33620 0.350
H 3.71745 0.66097 1.61905 0.392
H -0.03095 2.96039 1.00552 0.469
H 2.46354 2.80068 1.89105 0.406
H 4.01554 -1.44613 0.44861 0.395
```

Stability summary: most stable #Q, least stable #R.

#P
A 2-piece molecular cluster, C7H8O2 overall. Source: OMol25; level of theory: ωB97M-V/def2-TZVPD.

Summary:
**LUMO**: 0.03893 Ha
**Orbital gap**: 10.564 eV
**Molar mass**: 124.14 g/mol
**Spin multiplicity**: 1

```
17
Properties=species:S:1:pos:R:3:mulliken_charge:R:1
C 1.23577 -1.36598 -0.55196 -0.646
C 1.02083 -1.35056 0.76562 -0.544
C -3.04874 0.03299 -0.58797 0.149
C 0.44158 1.08945 -0.59268 -0.683
C 0.26923 0.91324 0.91641 -0.658
C 0.02403 -0.42449 -1.06177 -0.015
C -0.32232 -0.53646 1.12247 0.089
O -2.91410 0.78938 -1.44426 -0.202
O -0.96188 -0.74775 -0.13729 -0.364
H 1.99622 -1.91715 -1.08160 0.428
H 1.61951 -1.59724 1.63661 0.398
H -0.87630 -0.54522 2.24578 0.296
H -0.16385 1.79445 -1.05610 0.293
H 1.50781 1.49298 -0.73237 0.300
H 1.18363 1.41251 1.33992 0.348
H -0.46162 1.65262 1.14152 0.302
H -0.54980 -0.69277 -1.92234 0.509
```

#Q
An isolated molecule of C7H8O2. Source: OMol25; level of theory: ωB97M-V/def2-TZVPD.

Summary:
**Structure (SMILES)**: C=COc1ccoc1C
**LUMO**: 0.03611 Ha
**Orbital gap**: 8.964 eV
**Molar mass**: 124.14 g/mol
**Spin multiplicity**: 1

```
17
Properties=species:S:1:pos:R:3:mulliken_charge:R:1
C 2.07415 0.18068 0.79497 -0.909
C 1.82105 1.05582 -0.19726 0.027
O 0.60769 1.49836 -0.63480 -0.412
C -0.49965 0.82992 -0.19228 0.762
C -1.71934 1.38681 0.18512 -0.699
C -2.60021 0.35885 0.33067 -0.463
O -2.01379 -0.84353 0.08483 -0.357
C -0.74267 -0.60706 -0.19521 0.595
C 0.20283 -1.67336 -0.60702 -1.375
H 1.21487 -0.15033 1.42741 0.378
H 3.06824 -0.24139 1.11695 0.240
H 2.54045 1.49886 -0.83798 0.424
H -1.63318 2.50151 0.16569 0.362
H -3.72289 0.37096 0.41384 0.369
H 0.93588 -1.97561 0.13584 0.352
H 0.91495 -1.66287 -1.47264 0.330
H -0.44837 -2.52762 -0.51812 0.376
```

#R
C7H8O2 as an isolated structure. Source: OMol25; level of theory: ωB97M-V/def2-TZVPD.

Summary:
**LUMO**: -0.01198 Ha
**Orbital gap**: 9.193 eV
**Molar mass**: 124.14 g/mol
**Spin multiplicity**: 1

```
17
Properties=species:S:1:pos:R:3:mulliken_charge:R:1
C 2.21052 0.35926 -0.35317 -0.906
C 0.54221 0.32720 -0.36603 1.415
C -0.31249 -0.77026 -1.01157 -0.697
C -1.48700 -1.22719 -0.45455 -0.567
C -1.74321 -1.19332 1.01374 0.452
C -1.04412 0.05288 1.67078 -0.226
C -0.16526 0.65741 0.99143 -0.586
H 2.53784 -0.03732 0.96793 0.238
H 2.53924 -0.63528 -1.22455 0.248
H 2.55508 1.83331 -0.47944 0.265
H 0.11792 1.82480 -2.19824 0.331
H -0.03757 -1.19723 -1.93124 0.431
H -2.10651 -1.77511 -1.15550 0.359
H -1.56569 0.32661 2.70384 0.277
H 0.38000 1.68836 1.24148 0.144
O 0.15039 1.63480 -0.99496 -0.628
O -2.57136 -1.86893 1.58005 -0.550
```

Stability summary: most stable #Q, least stable #R.

#P
An isolated molecule of C2H3N2O2P. Source: OMol25; level of theory: ωB97M-V/def2-TZVPD.

Summary:
**Structure (SMILES)**: O=C=NC(=O)NP
**LUMO**: 0.01552 Ha
**Orbital gap**: 10.565 eV
**Molar mass**: 118.03 g/mol
**Spin multiplicity**: 1

```
10
Properties=species:S:1:pos:R:3:mulliken_charge:R:1
O 3.34112 0.65585 -0.44508 -0.351
C 2.30074 0.22992 -0.26993 0.546
N 1.10304 0.08313 -0.28449 -0.281
C 0.24631 -0.90623 0.21436 0.497
O 0.60132 -1.92763 0.70830 -0.536
N -1.07915 -0.59737 0.03115 -0.321
P -2.06281 0.91021 -0.11256 -0.009
H -1.59357 -1.39031 0.48677 0.312
H -1.40481 1.66725 0.96776 0.066
H -1.45220 1.27519 -1.29629 0.077
```

#Q
An isolated molecule of C2H3N2O2P. Source: OMol25; level of theory: ωB97M-V/def2-TZVPD.

Summary:
**Structure (SMILES)**: CP(C#N)[N+](=O)[O-]
**LUMO**: -0.02676 Ha
**Orbital gap**: 10.305 eV
**Molar mass**: 118.03 g/mol
**Spin multiplicity**: 1

```
10
Properties=species:S:1:pos:R:3:mulliken_charge:R:1
C -0.22209 0.17158 0.29548 -0.884
P -1.36678 -1.28091 0.74705 0.167
C -1.72646 -1.77120 -0.94756 0.359
N -2.25925 -2.07757 -1.95302 -0.362
N -0.14022 -2.50113 0.91387 0.835
O -0.32524 -3.62698 0.49794 -0.522
O 0.71583 -2.10580 1.69220 -0.530
H 0.69417 -0.26974 -0.27971 0.301
H -0.65731 0.89754 -0.49614 0.333
H 0.12161 0.89106 1.11022 0.303
```

#R
A 2-piece molecular cluster, C2H3N2O2P overall. Source: OMol25; level of theory: ωB97M-V/def2-TZVPD.

Summary:
**LUMO (alpha / beta)**: -0.07170 / -0.08441 Ha
**Orbital gap (alpha / beta)**: 8.823 / 6.848 eV
**Molar mass**: 118.03 g/mol
**Spin multiplicity**: 1

```
10
Properties=species:S:1:pos:R:3:mulliken_charge:R:1
C 1.71444 1.07789 1.74210 0.348
C 0.14076 0.23723 -0.38197 -0.876
N 1.80556 1.17392 2.88243 -0.373
N 2.06865 -2.19305 1.59324 0.604
O 0.88153 -2.13451 1.77997 -0.292
O 2.87771 -2.93470 2.07099 -0.387
P 1.94120 0.51183 0.09563 0.079
H -0.31297 -0.42689 0.26816 0.302
H -0.57672 1.14500 -0.28457 0.313
H 0.00768 -0.23769 -1.47071 0.282
```

Stability summary: most stable #P, least stable #R.